(1)
Computed, not measured: C20H37N5P2Pd as an isolated structure at a distorted geometry, with ωB97M-V/def2-TZVPD.

Calculated values
* total charge: +4
* <S²>: 6.049
* LUMO (spin up / spin down): -0.447 / -0.554 Ha
* multiplicity: 5
* HOMO-LUMO gap (spin up / spin down): 7.421 / 5.398 eV
* ΔE to the lowest compared entry with this formula, charge and spin: 0.400 eV

XYZ file:
```
65
Properties=species:S:1:pos:R:3:nbo_charge:R:1
Pd 0.325 -0.318 0.385 0.715
C 2.032 2.294 -1.376 -0.966
P 0.443 1.860 -0.614 0.995
C -0.021 3.345 0.316 -0.959
C -0.826 1.638 -1.887 -0.310
C -1.656 2.693 -2.262 -0.200
C -2.616 2.512 -3.252 -0.137
C -2.764 1.276 -3.863 -0.140
C -1.946 0.212 -3.494 -0.168
C -0.973 0.385 -2.516 -0.425
P 0.182 -0.919 -2.061 1.026
C 1.655 -0.744 -3.113 -0.958
C -0.537 -2.510 -2.547 -0.963
H 1.849 2.946 -2.234 0.295
H 2.590 1.421 -1.702 0.259
H 2.637 2.851 -0.659 0.270
H 0.079 4.222 -0.328 0.292
H 0.650 3.493 1.162 0.260
H -1.048 3.290 0.672 0.251
H -1.557 3.671 -1.811 0.238
H -3.241 3.343 -3.550 0.267
H -3.507 1.137 -4.637 0.270
H -2.070 -0.738 -3.998 0.243
H 1.461 -1.280 -4.045 0.294
H 2.546 -1.170 -2.653 0.266
H 1.828 0.300 -3.361 0.270
H -0.736 -2.493 -3.621 0.289
H -1.466 -2.727 -2.021 0.254
H 0.181 -3.312 -2.375 0.277
C 0.772 -3.332 0.800 -0.437
N 1.656 -2.152 0.958 -0.492
C 2.862 -2.304 0.106 -0.437
C 2.059 -2.111 2.394 -0.246
C 3.005 -0.969 2.756 -0.293
N 2.441 0.350 2.489 0.018
C 1.414 0.823 3.394 -0.477
C 3.364 1.355 2.004 -0.467
H 1.316 -4.252 1.034 0.249
H 0.417 -3.396 -0.224 0.214
H -0.072 -3.257 1.487 0.213
H 3.561 -3.018 0.550 0.239
H 3.363 -1.348 -0.040 0.204
H 2.565 -2.694 -0.866 0.227
H 2.582 -3.040 2.649 0.258
H 1.152 -2.084 2.999 0.222
H 3.949 -1.044 2.219 0.256
H 3.223 -1.003 3.832 0.296
H 1.922 1.170 4.307 0.304
H 0.731 0.021 3.667 0.245
H 0.889 1.672 2.958 0.241
H 4.134 1.488 2.780 0.305
H 2.855 2.302 1.849 0.240
H 3.863 1.007 1.099 0.257
N -5.218 1.413 2.142 -0.491
C -4.423 0.496 1.632 0.348
C -3.006 0.699 1.502 0.114
N -2.217 -0.258 1.017 -0.465
C -2.827 -1.389 0.660 0.123
C -4.240 -1.582 0.773 0.085
N -5.022 -0.661 1.241 -0.305
H -4.900 2.312 2.491 0.449
H -6.216 1.203 2.215 0.476
H -2.553 1.626 1.831 0.227
H -2.212 -2.194 0.276 0.223
H -4.681 -2.525 0.464 0.270
```

***

(2)
Computed, not measured: a 8-piece molecular cluster, C20H57N4O10 overall at a distorted geometry, with ωB97M-V/def2-TZVPD.

Calculated values
* total charge: -1
* LUMO: 0.102 Ha
* HOMO-LUMO gap: 8.642 eV
* ΔE to the lowest compared entry with this formula, charge and spin: 6.559 eV

XYZ file:
```
91
Properties=species:S:1:pos:R:3:lowdin_charge:R:1
C 0.936 -0.449 -0.127 -0.764
O 1.268 -1.533 0.230 0.028
O 1.691 0.175 -1.112 0.049
O -0.129 0.158 0.197 -0.051
H 2.608 -0.149 -1.275 0.104
C 3.688 1.158 3.708 -0.031
C 3.077 -0.047 2.975 -0.420
C 3.876 -1.352 3.182 -0.193
O 5.212 -1.047 2.810 -0.179
C 6.015 -2.181 2.941 -0.125
N 1.672 -0.214 3.294 0.061
H 3.684 1.026 4.738 0.051
H 3.217 2.073 3.343 0.070
H 4.746 1.195 3.397 0.077
H 3.196 -0.027 1.893 0.120
H 3.393 -2.112 2.714 0.094
H 3.841 -1.555 4.234 0.121
H 6.963 -1.954 2.671 0.053
H 5.716 -3.020 2.258 0.100
H 5.964 -2.633 3.901 0.077
H 1.052 0.636 3.124 0.076
H 1.200 -0.954 2.801 0.041
C -1.165 1.346 -5.571 -0.067
C 0.000 0.889 -4.793 -0.465
C 1.246 1.513 -5.342 -0.147
O 1.600 0.761 -6.564 -0.171
C 2.666 1.419 -7.286 -0.069
N -0.155 1.357 -3.437 0.055
H -1.360 0.922 -6.664 0.122
H -1.349 2.329 -5.638 0.022
H -2.024 0.884 -4.948 0.087
H -0.082 -0.099 -4.704 0.102
H 2.009 1.197 -4.654 0.117
H 1.212 2.560 -5.559 0.120
H 2.757 0.782 -7.852 -0.056
H 3.718 1.564 -6.746 0.142
H 2.309 2.327 -7.577 0.060
H -0.926 1.049 -2.777 0.056
H 0.479 0.959 -2.870 -0.017
C -4.075 -0.185 -3.202 -0.060
C -3.410 -0.335 -1.905 -0.426
C -3.012 -1.790 -1.710 -0.236
O -4.030 -2.732 -1.881 -0.168
C -3.573 -3.929 -1.419 -0.139
N -2.363 0.648 -1.713 0.064
H -3.585 -0.572 -4.011 0.058
H -4.136 0.711 -3.435 -0.007
H -5.086 -0.604 -3.141 0.104
H -4.192 -0.310 -1.095 0.146
H -2.307 -1.694 -0.839 0.131
H -2.296 -2.137 -2.504 0.144
H -2.764 -4.269 -1.834 0.023
H -4.124 -4.519 -2.072 0.066
H -3.875 -3.885 -0.146 0.194
H -2.503 1.568 -1.382 0.088
H -1.661 0.110 -1.170 0.058
C -3.960 0.646 2.275 -0.090
C -2.732 1.251 2.797 -0.483
C -2.911 1.878 4.211 -0.214
O -3.730 2.995 4.185 -0.207
C -4.076 3.574 5.434 -0.115
N -1.738 0.302 2.969 0.065
H -4.836 1.464 2.307 0.130
H -4.581 -0.108 2.940 0.114
H -3.890 -0.038 1.574 -0.009
H -2.371 2.028 1.916 0.180
H -2.085 2.203 4.759 0.091
H -3.296 1.091 4.982 0.153
H -4.404 4.608 5.469 0.070
H -3.237 3.458 6.085 0.058
H -4.975 2.932 5.936 0.126
H -0.954 0.631 3.371 0.009
H -1.616 -0.168 2.056 0.089
C -0.812 -3.862 1.188 -0.152
O -0.141 -2.863 1.911 -0.131
H -0.757 -3.586 0.146 0.073
H -1.804 -3.936 1.554 0.057
H -0.278 -4.742 1.348 0.054
H 0.094 -2.169 1.327 -0.025
C 4.789 -1.714 -0.341 -0.129
O 3.577 -2.166 -0.938 -0.133
H 4.904 -0.723 -0.195 0.041
H 5.556 -2.053 -1.009 0.085
H 4.743 -2.080 0.640 0.036
H 2.883 -2.211 -0.245 0.047
C 1.265 3.345 0.966 -0.102
O 0.336 2.437 1.643 -0.163
H 1.710 2.896 0.122 0.052
H 1.823 3.886 1.711 0.063
H 0.438 3.973 0.460 0.101
H 0.238 1.788 0.991 -0.030
```

***

(3)
Computed, not measured: an isolated molecule of C3H4N2O at a distorted geometry, with ωB97M-V/def2-TZVPD.

Calculated values
* SMILES string: [H]/N=C/OCC#N
* LUMO: 0.028 Ha
* HOMO-LUMO gap: 11.797 eV
* ΔE to the lowest compared entry with this formula, charge and spin: 1.705 eV

XYZ file:
```
10
Properties=species:S:1:pos:R:3:nbo_charge:R:1
N -1.356 0.340 1.084 -0.715
C -0.217 0.883 1.113 0.402
O 0.727 0.405 0.296 -0.477
C 0.180 -0.587 -0.631 -0.196
C 1.218 -0.796 -1.630 0.254
N 2.032 -0.989 -2.428 -0.290
H -1.936 0.862 1.713 0.352
H 0.101 1.767 1.690 0.175
H -0.779 -0.405 -1.175 0.256
H 0.030 -1.480 -0.031 0.240
```

***

(4)
Computed, not measured: a 3-piece molecular cluster, C9H21BN3O6 overall at a distorted geometry, with ωB97M-V/def2-TZVPD.

Calculated values
* total charge: -1
* LUMO: 0.107 Ha
* HOMO-LUMO gap: 7.388 eV

XYZ file:
```
40
Properties=species:S:1:pos:R:3:nbo_charge:R:1
O 2.820 -1.562 0.093 -0.321
N 3.525 -0.711 -0.313 0.363
O 2.783 0.346 -0.711 -0.396
C 2.019 0.907 0.424 -0.352
B 0.386 0.762 0.204 0.615
O -0.095 -0.106 1.309 -0.761
C -1.348 -0.586 0.854 -0.093
C -1.206 -0.610 -0.726 -0.087
O 0.030 -0.034 -1.000 -0.724
H 2.335 0.458 1.367 0.177
H 2.306 1.967 0.500 0.166
H -0.132 1.871 0.122 -0.172
H -2.066 0.139 1.244 0.164
H -1.446 -1.610 1.230 0.150
H -2.053 -0.015 -1.088 0.164
H -1.352 -1.612 -1.137 0.138
C -2.258 1.890 -4.541 -0.718
C -2.114 2.447 -3.147 0.678
O -2.715 1.983 -2.198 -0.614
N -1.266 3.494 -2.968 -0.618
C -0.459 4.177 -3.958 -0.408
H -2.959 1.061 -4.517 0.240
H -2.643 2.654 -5.219 0.211
H -1.297 1.523 -4.904 0.228
H -1.210 3.801 -2.010 0.410
H 0.594 4.094 -3.682 0.201
H -0.733 5.235 -3.982 0.184
H -0.600 3.752 -4.946 0.203
C 0.876 -3.673 4.997 -0.716
C 0.568 -2.305 4.437 0.664
O 0.152 -1.399 5.150 -0.660
N 0.772 -2.118 3.113 -0.624
C 1.258 -3.081 2.142 -0.416
H 0.666 -3.673 6.064 0.228
H 0.251 -4.429 4.519 0.216
H 1.928 -3.918 4.849 0.216
H 0.549 -1.180 2.781 0.457
H 2.170 -2.694 1.693 0.226
H 0.503 -3.196 1.361 0.200
H 1.460 -4.050 2.592 0.182
```